{
  "formula": "C35H30N2O6P2RuS2",
  "method": "wB97M-V/def2-TZVPD",
  "s2": 0.7571,
  "molar_mass_g_mol": 801.785,
  "multiplicity": 2,
  "total_charge": -1,
  "total_energy_ev": -94879.153,
  "lumo_energy_ev": [2.2768, 2.2825],
  "homo_ha": [-0.1695, -0.1693],
  "species": ["Ru", "S", "S", "P", "P", "O", "O", "O", "O", "O", "O", "N", "N", "C", "C", "C", "C", "C", "C", "C", "C", "C", "C", "C", "C", "C", "C", "C", "C", "C", "C", "C", "C", "C", "C", "C", "C", "C", "C", "C", "C", "C", "C", "C", "C", "C", "C", "C", "H", "H", "H", "H", "H", "H", "H", "H", "H", "H", "H", "H", "H", "H", "H", "H", "H", "H", "H", "H", "H", "H", "H", "H", "H", "H", "H", "H", "H", "H"],
  "coordinates": [[-1.687578, -1.387236, -0.936687], [-1.831762, 0.869771, -2.008455], [-1.831461, -2.387368, 1.426896], [-0.291281, 1.120225, -0.734188], [-0.830965, -0.659854, 1.721120], [6.010340, -2.100917, -3.169310], [-0.314345, -4.066832, -0.854815], [5.775710, -3.462073, -1.518885], [-3.638604, -1.054354, -0.533551], [-0.093464, -1.606569, -2.367198], [-5.674886, -0.328064, -0.972501], [5.317059, -2.706010, -2.362599], [-2.433375, -2.706201, -2.498686], [1.278767, 1.381688, -1.629950], [-1.898205, 0.611922, 2.459374], [-4.647153, -0.883229, -1.325211], [3.070249, -3.173555, -1.517300], [0.453843, -0.944800, 2.981942], [-1.389559, 1.565363, 3.336845], [-4.024143, 1.732967, 2.480419], [-0.397251, 2.684329, 0.202556], [3.333624, -1.638166, -3.360873], [-1.636505, 4.637427, 0.865733], [1.114003, -1.992913, -2.403149], [-4.535572, -1.488196, -2.728273], [1.063119, -1.529840, 5.236581], [2.505342, 2.349157, -3.459991], [-2.199593, 2.597033, 3.787057], [-0.268278, -0.300537, 0.174578], [0.884169, -3.906468, -0.748924], [1.695660, -2.976155, -1.532399], [0.090754, -1.247688, 4.293438], [3.888624, -2.498638, -2.400870], [-1.544992, 3.463742, 0.128684], [0.652298, 3.080668, 1.026399], [-3.517204, 2.679020, 3.360623], [-0.585748, 5.034168, 1.676799], [-3.220677, 0.696882, 2.027916], [3.698762, 1.935437, -2.881817], [3.682601, 1.234389, -1.684533], [2.473766, 0.952331, -1.067883], [0.560064, 4.251263, 1.759045], [2.771425, -1.221070, 3.572146], [2.406628, -1.513070, 4.876487], [1.793435, -0.940437, 2.625859], [1.298525, 2.077161, -2.833387], [-3.873140, -2.860449, -2.698279], [1.992871, -1.403761, -3.369009], [1.469307, -4.537426, -0.049084], [-0.958704, -1.262525, 4.564957], [-1.998911, -2.283592, -3.313821], [-1.947570, -3.579442, -2.311488], [2.443129, 0.363055, -0.159621], [-3.611670, -0.031677, 1.328029], [-4.091177, -3.405752, -3.623078], [3.509052, -3.888042, -0.832024], [3.816188, -1.219717, 3.287709], [-3.958299, -0.806225, -3.361438], [3.990947, -1.147821, -4.064286], [-4.146556, 3.487587, 3.712564], [1.554722, -0.700863, -4.067321], [-4.268442, -3.444967, -1.865763], [4.640572, 2.144036, -3.373650], [-5.541099, -1.551984, -3.141489], [-2.367242, 3.132545, -0.494295], [-5.047566, 1.797005, 2.134077], [-1.798462, 3.342685, 4.462531], [4.608680, 0.882567, -1.247262], [0.359644, 2.382408, -3.282437], [1.552354, 2.475761, 1.092308], [-2.537105, 5.235705, 0.811245], [0.776466, -1.765934, 6.253574], [3.167342, -1.735791, 5.614392], [-0.657580, 5.948733, 2.252416], [2.055651, -0.741913, 1.594426], [-0.357190, 1.507298, 3.662626], [2.517039, 2.880389, -4.403296], [1.380584, 4.553403, 2.397725]],
  "atomic_forces_ev_per_a": [[0.2, 1.1, 0.0], [0.1, 0.0, -0.3], [0.1, -0.1, -0.1], [0.0, -0.1, 0.0], [-0.1, -0.5, -0.1], [0.0, 0.0, 0.0], [0.2, -0.3, -0.1], [0.0, -0.1, 0.0], [-0.1, -0.1, 0.2], [0.1, -0.3, 0.0], [-0.2, 0.1, -0.1], [-0.1, 0.1, 0.0], [0.0, -0.2, 0.0], [-0.1, 0.0, 0.0], [0.1, 0.0, 0.0], [0.2, -0.1, 0.0], [0.0, 0.0, 0.0], [-0.1, 0.1, 0.0], [0.0, 0.0, 0.0], [0.0, 0.0, 0.0], [-0.2, 0.0, -0.1], [0.1, 0.0, 0.0], [0.0, 0.0, 0.0], [0.2, 0.1, 0.1], [0.0, 0.0, 0.2], [0.0, 0.0, 0.0], [0.0, 0.0, 0.0], [0.0, 0.0, 0.0], [-0.1, -0.1, 0.1], [-0.1, 0.2, 0.0], [-0.1, 0.0, 0.1], [0.0, 0.0, 0.0], [0.0, -0.1, 0.0], [0.0, 0.0, 0.1], [0.2, 0.0, 0.0], [0.0, 0.0, 0.0], [0.1, 0.0, 0.0], [0.0, 0.1, 0.0], [0.0, 0.0, 0.0], [0.0, 0.0, 0.0], [0.0, -0.1, 0.1], [0.0, 0.0, 0.0], [0.0, 0.0, 0.0], [0.0, 0.0, 0.0], [0.0, 0.0, 0.0], [-0.1, 0.0, 0.0], [-0.1, 0.1, 0.0], [-0.1, 0.0, 0.0], [0.0, 0.0, 0.0], [0.0, 0.0, 0.0], [0.0, -0.1, 0.0], [0.0, 0.0, 0.0], [0.0, 0.0, 0.0], [0.0, 0.0, 0.0], [0.0, 0.0, 0.0], [0.0, 0.0, 0.0], [0.0, 0.0, 0.0], [0.0, 0.0, 0.0], [0.0, 0.0, 0.0], [0.0, 0.0, 0.0], [0.0, 0.0, 0.0], [0.0, 0.0, 0.0], [0.0, 0.0, 0.0], [0.0, 0.0, 0.0], [0.0, 0.0, 0.0], [0.0, 0.0, 0.0], [0.0, 0.0, 0.0], [0.0, 0.0, 0.0], [0.0, 0.0, 0.0], [-0.1, 0.0, 0.0], [0.0, 0.0, 0.0], [0.0, 0.0, 0.0], [0.0, 0.0, 0.0], [0.0, 0.0, 0.0], [0.0, 0.0, 0.0], [0.0, 0.0, 0.0], [0.0, 0.0, 0.0], [0.0, 0.0, 0.0]]
}



{
  "formula": "C35H30N4O3Ru",
  "method": "wB97M-V/def2-TZVPD",
  "s2": 0.7808,
  "molar_mass_g_mol": 655.720,
  "multiplicity": 2,
  "total_charge": 1,
  "total_energy_ev": -51460.641,
  "lumo_energy_ev": [-2.6265, -2.6359],
  "homo_ha": [-0.3238, -0.3972],
  "species": ["Ru", "O", "O", "O", "N", "N", "N", "N", "C", "C", "C", "C", "C", "C", "C", "C", "C", "C", "C", "C", "C", "C", "C", "C", "C", "C", "C", "C", "C", "C", "C", "C", "C", "C", "C", "C", "C", "C", "C", "C", "C", "C", "C", "H", "H", "H", "H", "H", "H", "H", "H", "H", "H", "H", "H", "H", "H", "H", "H", "H", "H", "H", "H", "H", "H", "H", "H", "H", "H", "H", "H", "H", "H"],
  "coordinates": [[0.010040, -0.690534, 0.450420], [-0.666062, 1.528030, -1.165272], [-2.493013, -1.060570, -4.510183], [-1.686243, -1.769524, -2.453701], [7.886901, 3.171404, 6.630175], [1.059552, -1.933690, -1.082479], [1.920824, -0.931719, 1.481129], [3.578254, -0.453485, 2.850592], [-5.273150, 2.976007, -2.728518], [-4.938475, 1.713584, -2.261591], [-0.615451, -0.212991, 2.440450], [6.035608, 0.439590, 5.469205], [-0.672689, 2.005049, -4.819730], [-2.174885, -0.539877, 0.798461], [1.603669, -1.350259, -3.409567], [-0.230572, 1.982692, -3.481148], [1.935823, -1.322594, -2.062468], [3.138308, -0.762994, -1.654600], [4.017050, -0.258603, -2.603439], [5.153367, -0.297246, 4.700887], [4.693349, 1.651404, 3.360521], [3.698492, -0.306856, -3.951328], [0.228182, 2.221320, -5.844249], [2.578032, 0.036722, 2.077977], [1.141052, 2.148490, -3.208022], [5.567412, 2.390235, 4.135934], [6.244812, 1.787226, 5.191928], [7.156824, 2.555964, 5.992373], [4.484165, 0.308241, 3.645724], [2.022708, 2.396888, -4.242562], [3.549142, -1.824255, 2.717891], [-1.723493, -1.808993, 1.226297], [1.573139, 2.434668, -5.557358], [2.527794, -2.102295, 1.866992], [-3.606385, 1.340970, -2.162899], [-1.174828, 1.866365, -2.414389], [-1.472365, 0.446836, 1.562167], [-4.274443, 3.863596, -3.106023], [2.484068, -0.844968, -4.351323], [-0.802605, -1.622461, 2.277522], [-2.942068, 3.492465, -3.023122], [-2.091989, -1.417003, -3.487867], [-2.596028, 2.226922, -2.541985], [-1.212339, 1.844266, -0.440578], [4.251321, -2.469606, 3.211969], [2.270845, 2.631935, -6.361359], [-2.082760, -2.753985, 0.851820], [0.044461, 0.248692, 3.155724], [4.393445, 0.072402, -4.688540], [-2.162625, 4.179350, -3.327137], [2.167206, -3.068291, 1.555028], [2.223721, -0.880669, -5.400585], [-0.116717, 2.234081, -6.869867], [2.344191, 1.083663, 1.996671], [1.621388, -2.578741, -0.536835], [-4.534000, 4.849949, -3.467633], [0.669739, -1.799825, -3.726080], [-3.343831, 0.353312, -1.808230], [4.198600, 2.126034, 2.524603], [6.558107, -0.026596, 6.292687], [-5.715617, 1.015046, -1.978991], [-6.312298, 3.267640, -2.802500], [0.375759, -2.499191, -1.577878], [3.396687, -0.748214, -0.603441], [1.489828, 2.116724, -2.184786], [-1.721436, 1.852806, -5.038179], [-1.620018, 1.515278, 1.510482], [-2.922436, -0.374369, 0.045359], [3.068994, 2.565133, -4.023220], [5.736771, 3.435361, 3.917797], [-0.317349, -2.416825, 2.820571], [4.975943, -1.334761, 4.945568], [4.963314, 0.158820, -2.284229]],
  "atomic_forces_ev_per_a": [[0.1, -0.4, 2.2], [0.3, -0.2, -0.5], [0.1, -0.1, 0.1], [-0.1, 0.0, -0.2], [0.0, 0.0, 0.0], [-0.5, -0.2, -0.1], [0.5, 0.6, -0.6], [0.0, 0.0, -0.1], [0.0, 0.0, 0.0], [0.0, -0.1, 0.0], [0.1, -0.1, 0.7], [0.0, 0.0, 0.0], [0.1, 0.0, -0.1], [-0.1, -0.1, -0.6], [-0.1, -0.1, 0.0], [-0.2, 0.1, 0.5], [0.1, 0.1, -0.1], [0.0, 0.0, 0.0], [0.0, 0.0, 0.0], [-0.1, 0.0, 0.0], [0.0, 0.0, -0.1], [0.0, -0.1, 0.0], [0.0, 0.0, 0.1], [0.1, -0.1, 0.1], [0.1, 0.0, -0.2], [0.0, 0.0, 0.0], [-0.1, 0.0, 0.0], [0.1, 0.0, 0.0], [0.1, 0.1, 0.1], [-0.1, 0.0, 0.1], [0.0, 0.1, 0.0], [-0.6, 0.0, -0.4], [0.1, 0.0, -0.2], [-0.1, -0.1, 0.1], [-0.1, 0.2, 0.0], [0.2, -0.1, 0.0], [-0.5, 0.2, -0.6], [0.0, 0.0, -0.1], [0.0, 0.0, 0.0], [0.8, -0.1, -0.6], [-0.1, -0.1, 0.0], [0.0, 0.1, 0.0], [0.3, -0.2, 0.3], [-0.3, 0.1, -0.3], [0.0, 0.0, 0.0], [0.0, 0.0, 0.0], [0.1, 0.0, 0.0], [0.0, 0.0, 0.0], [0.0, 0.0, 0.0], [0.0, 0.0, 0.0], [0.0, 0.0, 0.0], [0.0, 0.0, 0.0], [0.0, 0.0, 0.0], [0.0, 0.0, 0.0], [-0.1, 0.0, 0.0], [0.0, 0.0, 0.0], [0.0, 0.0, 0.0], [0.0, 0.0, 0.0], [0.0, 0.0, 0.0], [0.0, 0.0, 0.0], [0.0, 0.0, 0.0], [0.0, 0.0, 0.0], [0.0, 0.0, 0.1], [0.0, 0.0, 0.0], [0.0, 0.0, 0.0], [0.0, 0.0, 0.0], [0.1, 0.0, 0.0], [-0.1, 0.1, 0.1], [0.0, 0.0, 0.0], [0.0, 0.0, 0.0], [0.1, 0.1, 0.1], [0.0, 0.0, 0.0], [0.0, 0.0, 0.0]]
}